## P
Density functional theory data (wB97M-V/def2-TZVPD) for an isolated ion of composition C5H9N2 and charge +1.

Summary:
Highest occupied orbital energy ... -14.3 eV

Structure (ORCA input):
```
! wB97M-V def2-TZVPD RIJCOSX def2/J DEFGRID3
* xyz 1 1
C 1.229 -1.429 -0.078
C -0.189 -1.787 0.067
N 0.175 -0.518 -0.568
C -0.217 0.761 -0.064
C -1.615 1.148 0.201
N -0.825 1.942 -0.692
C 0.507 2.063 -0.111
H 1.697 -1.083 0.832
H 1.815 -2.024 -0.945
H -0.480 -2.648 -0.467
H -0.574 -1.595 1.094
H -0.070 -0.456 -1.610
H -2.355 0.666 -0.284
H -1.936 1.626 1.092
H 0.635 2.676 0.733
H 1.366 2.107 -0.843
*
```


## Q
Density functional theory data (wB97M-V/def2-TZVPD) for an isolated ion of composition C5H9N2 and charge +1.

Summary:
Highest occupied orbital energy ... -14.7 eV

Structure (ORCA input):
```
! wB97M-V def2-TZVPD RIJCOSX def2/J DEFGRID3
* xyz 1 1
H 2.381 2.071 -0.842
N 1.477 1.812 -0.769
C 1.222 0.763 -0.128
C 2.147 -0.283 0.495
C -0.231 0.474 0.189
N -1.232 -0.160 -0.194
C -1.925 -0.964 -1.135
C -1.243 0.423 1.186
H 1.728 -1.180 0.154
H 3.144 0.015 0.255
H 2.194 -0.399 1.482
H -2.680 -0.499 -1.816
H -2.697 -1.517 -0.632
H -1.219 -1.652 -1.550
H -1.195 -0.304 1.999
H -1.871 1.400 1.307
*
```


Least stable of them? P.


## P
Density functional theory data (wB97M-V/def2-TZVPD) for an isolated ion of composition C5H9N2 and charge +1.

Summary:
Highest occupied orbital energy ... -14.4 eV

Structure (ORCA input):
```
! wB97M-V def2-TZVPD RIJCOSX def2/J DEFGRID3
* xyz 1 1
C -0.364 -0.465 -2.633
C 0.483 -0.966 -1.422
C 0.034 -0.121 -0.241
C -0.566 1.040 0.133
N -0.402 1.253 1.591
C 0.161 0.097 2.069
N 0.633 -0.658 1.067
H -0.295 0.694 -2.846
H -0.108 -0.984 -3.701
H -1.363 -0.588 -2.345
H 1.612 -0.807 -1.569
H 0.497 -2.072 -1.371
H -1.123 1.751 -0.603
H -1.051 1.911 2.115
H 0.435 -0.160 3.155
H 1.295 -1.425 1.134
*
```


## Q
Density functional theory data (wB97M-V/def2-TZVPD) for a 2-piece molecular cluster, C5H9N2 overall.

Summary:
Highest occupied orbital energy (alpha / beta) ... -11.7 / -10.7 eV

Structure (ORCA input):
```
! wB97M-V def2-TZVPD RIJCOSX def2/J DEFGRID3
* xyz 1 1
C 3.151 -0.950 -0.454
C 2.466 1.077 -0.233
C 2.211 -0.020 -0.919
C -1.896 0.940 -0.381
C -1.032 -0.995 0.941
N 3.272 -0.041 0.466
N -2.109 -0.429 0.191
H 3.378 -1.874 -0.717
H 2.307 2.027 0.082
H -2.864 1.410 -0.822
H -1.546 1.536 0.459
H -1.028 0.938 -0.984
H -0.616 -1.856 0.574
H -0.458 -0.283 1.418
H -2.916 -0.318 0.908
H -2.321 -1.163 -0.529
*
```


Least stable of them? Q.


## P
Density functional theory data (wB97M-V/def2-TZVPD) for C6H12O in the gas phase.

Summary:
Highest occupied orbital energy ... -9.4 eV

Structure (ORCA input):
```
! wB97M-V def2-TZVPD RIJCOSX def2/J DEFGRID3
* xyz 0 1
C -0.760 1.507 -0.807
C -1.029 0.398 -0.121
C -2.616 -0.086 0.002
C -0.196 -0.443 0.746
C 1.419 -0.710 0.319
C 2.013 -0.030 -0.893
O 2.273 -0.400 1.422
H -1.549 2.060 -1.309
H 0.211 1.987 -0.782
H -2.835 -0.750 -0.836
H -3.263 0.795 -0.021
H -2.828 -0.599 0.944
H -0.596 -1.462 0.808
H -0.215 -0.042 1.764
H 1.479 -1.794 0.167
H 1.464 -0.292 -1.801
H 2.036 1.057 -0.775
H 3.056 -0.342 -1.035
H 1.933 -0.857 2.208
*
```


## Q
Density functional theory data (wB97M-V/def2-TZVPD) for C6H12O in the gas phase.

Summary:
Highest occupied orbital energy ... -9.4 eV

Structure (ORCA input):
```
! wB97M-V def2-TZVPD RIJCOSX def2/J DEFGRID3
* xyz 0 1
C 1.748 1.519 -0.224
C 0.271 1.173 0.028
C -0.636 0.914 -1.180
O -1.364 -0.280 -0.930
C -1.075 -0.867 0.343
C -0.821 -2.356 0.114
C 0.158 -0.121 0.881
H 1.990 2.309 -0.955
H 2.335 0.625 -0.482
H 2.101 1.866 0.750
H -0.165 2.003 0.604
H -1.337 1.754 -1.260
H -0.125 0.837 -2.158
H -1.947 -0.741 1.013
H -1.704 -2.856 -0.298
H -0.521 -2.877 1.032
H -0.007 -2.444 -0.614
H 1.057 -0.737 0.735
H 0.075 0.076 1.959
*
```


Least stable of them? P.


## P
Density functional theory data (wB97M-V/def2-TZVPD) for C36H28NO6P2S2TeZr as an isolated structure.

Summary:
Highest occupied orbital energy ... -10.5 eV

Structure (ORCA input):
```
! wB97M-V def2-TZVPD RIJCOSX def2/J DEFGRID3
* xyz 1 1
Zr 0.760 -1.708 -0.749
O 0.062 -3.374 0.461
S -0.426 -4.238 -0.680
O -1.648 -4.908 -0.433
O -0.414 -3.241 -1.800
C 0.843 -5.420 -1.008
C 0.702 -6.637 -0.348
C 1.663 -7.622 -0.489
C 2.763 -7.399 -1.302
C 2.902 -6.198 -1.980
C 1.952 -5.205 -1.832
S 2.977 -2.766 -2.052
O 2.091 -4.049 -2.593
O 2.675 -2.781 -0.561
O 2.057 -1.649 -2.522
H -0.173 -6.803 0.265
H 1.546 -8.564 0.028
H 3.513 -8.169 -1.425
H 3.736 -6.022 -2.645
Te -2.184 -0.188 1.703
C -2.849 1.788 1.370
C -2.310 2.855 2.078
C -2.732 4.141 1.767
N -3.644 4.409 0.835
C -4.187 3.378 0.193
C -3.824 2.055 0.417
C -0.485 -0.054 0.422
P 1.173 0.047 1.120
C 1.067 -0.383 2.866
C 0.909 -1.718 3.231
C 0.732 -2.055 4.564
C 0.725 -1.064 5.535
C 0.905 0.265 5.175
C 1.076 0.609 3.844
C 2.028 1.631 1.007
C 1.378 2.846 1.210
C 2.091 4.030 1.140
C 3.454 4.006 0.869
C 4.104 2.798 0.664
C 3.393 1.609 0.729
P -0.522 0.493 -1.283
C 0.006 2.181 -1.608
C 1.240 2.378 -2.224
C 1.694 3.667 -2.462
C 0.914 4.754 -2.096
C -0.322 4.560 -1.488
C -0.775 3.276 -1.241
C -2.171 0.263 -1.986
C -2.683 1.195 -2.886
C -3.933 0.996 -3.454
C -4.671 -0.134 -3.139
C -4.151 -1.081 -2.267
C -2.903 -0.890 -1.698
H -1.576 2.695 2.859
H -2.321 4.994 2.295
H -4.940 3.618 -0.549
H -4.284 1.258 -0.154
H 0.922 -2.500 2.483
H 0.608 -3.092 4.844
H 0.590 -1.329 6.575
H 0.913 1.037 5.933
H 1.221 1.647 3.573
H 0.312 2.862 1.401
H 1.584 4.975 1.291
H 4.010 4.932 0.816
H 5.165 2.782 0.452
H 3.898 0.663 0.572
H 1.843 1.525 -2.514
H 2.654 3.821 -2.937
H 1.267 5.759 -2.288
H -0.933 5.407 -1.206
H -1.736 3.125 -0.765
H -2.118 2.080 -3.144
H -4.326 1.729 -4.146
H -5.646 -0.286 -3.582
H -4.714 -1.974 -2.031
H -2.517 -1.638 -1.019
*
```


## Q
Density functional theory data (wB97M-V/def2-TZVPD) for C36H28NO6P2S2TeZr as an isolated structure.

Summary:
Highest occupied orbital energy ... -10.4 eV

Structure (ORCA input):
```
! wB97M-V def2-TZVPD RIJCOSX def2/J DEFGRID3
* xyz 1 1
Zr -0.292 -0.461 0.366
O -1.192 -2.254 0.940
S -0.960 -2.965 -0.395
O -2.037 -3.773 -0.823
O -0.625 -1.778 -1.266
C 0.500 -3.917 -0.281
C 0.286 -5.215 0.177
C 1.357 -6.085 0.297
C 2.630 -5.664 -0.050
C 2.849 -4.372 -0.514
C 1.799 -3.495 -0.630
S 2.379 -1.007 -0.026
O 2.073 -2.209 -1.121
O 1.482 -1.463 1.116
O 1.501 0.112 -0.616
H -0.717 -5.538 0.418
H 1.189 -7.093 0.651
H 3.467 -6.343 0.039
H 3.838 -4.038 -0.799
Te -2.878 0.387 2.281
C -3.785 2.156 2.901
C -3.508 2.725 4.131
C -3.913 4.037 4.348
N -4.562 4.779 3.449
C -4.877 4.185 2.296
C -4.515 2.883 1.974
C -1.103 1.412 1.499
P 0.107 0.761 2.716
C -0.154 1.643 4.273
C -0.665 0.977 5.383
C -0.784 1.643 6.596
C -0.402 2.972 6.698
C 0.116 3.636 5.591
C 0.258 2.971 4.384
C 1.784 1.371 2.334
C 2.036 2.398 1.432
C 3.340 2.773 1.127
C 4.403 2.116 1.725
C 4.161 1.091 2.638
C 2.860 0.717 2.937
P -1.038 2.045 -0.205
C -1.136 3.843 -0.005
C -1.032 4.686 -1.116
C -1.124 6.060 -0.951
C -1.301 6.598 0.319
C -1.380 5.766 1.424
C -1.287 4.387 1.269
C -2.686 1.646 -0.900
C -3.584 2.607 -1.349
C -4.811 2.224 -1.883
C -5.155 0.883 -1.970
C -4.265 -0.093 -1.536
C -3.052 0.311 -1.020
H -2.996 2.192 4.915
H -3.686 4.514 5.295
H -5.433 4.781 1.581
H -4.801 2.467 1.017
H -0.966 -0.060 5.301
H -1.180 1.123 7.460
H -0.494 3.491 7.643
H 0.428 4.669 5.674
H 0.681 3.490 3.535
H 1.218 2.939 0.972
H 3.517 3.579 0.428
H 5.418 2.406 1.490
H 4.990 0.586 3.116
H 2.687 -0.088 3.644
H -0.884 4.277 -2.108
H -1.051 6.711 -1.812
H -1.375 7.670 0.447
H -1.528 6.181 2.413
H -1.367 3.736 2.129
H -3.345 3.660 -1.276
H -5.503 2.984 -2.225
H -6.114 0.598 -2.381
H -4.513 -1.143 -1.604
H -2.381 -0.492 -0.723
*
```


Least stable of them? Q.